Record 1
{"formula": "C3H8N2O2", "method": "ωB97M-V with the def2-TZVPD basis set", "elements": ["C", "C", "N", "C", "N", "H", "H", "H", "H", "H", "H", "O", "H", "H", "O"], "xyz": [[2.206, 0.982, 0.170], [0.973, 0.625, 0.627], [1.044, -0.608, 1.387], [2.361, -0.954, 1.278], [3.049, -0.113, 0.457], [2.474, 1.778, -0.619], [0.160, 1.279, 0.700], [2.965, -1.874, 1.622], [4.071, 0.035, 0.645], [-1.422, -1.461, 0.197], [-0.997, -1.393, 1.581], [-1.565, -2.009, 0.966], [-4.611, 1.124, -3.610], [-5.231, 1.406, -2.251], [-5.478, 1.181, -3.151]], "lumo_ev": [2.94, 3.01], "energy_ha": -379.02913, "gap_ha": [0.074, 0.319], "e_above_lowest_kj_mol": 189.2, "charge": -1, "spin_multiplicity": 2}

Record 2
{"formula": "C5H8O3S", "method": "ωB97M-V with the def2-TZVPD basis set", "elements": ["C", "C", "C", "C", "C", "O", "O", "O", "S", "H", "H", "H", "H", "H", "H", "H", "H"], "xyz": [[0.806, 1.371, 1.001], [-0.567, 1.709, 0.430], [1.394, 0.140, 0.156], [-0.132, -0.919, 0.150], [-0.244, -1.847, 1.310], [-2.197, 0.228, -0.916], [-2.227, -0.197, 1.508], [2.566, 0.115, -0.147], [-1.515, 0.192, 0.328], [1.386, 2.319, 0.747], [0.864, 1.144, 1.983], [-1.197, 2.356, 1.014], [-0.456, 2.063, -0.554], [-0.274, -1.576, -0.716], [-1.257, -2.068, 1.456], [0.064, -1.385, 2.213], [0.558, -2.701, 1.243]], "lumo_ev": 0.43, "energy_ha": -819.12943, "gap_ha": 0.383, "e_above_lowest_kj_mol": 271.0, "charge": 0, "spin_multiplicity": 1}

Record 3
{"formula": "C4H5NO", "method": "ωB97M-V with the def2-TZVPD basis set", "elements": ["N", "C", "C", "C", "C", "O", "H", "H", "H", "H", "H"], "xyz": [[-1.687, 1.691, -0.952], [-0.670, 1.191, -0.705], [0.700, 0.570, -0.866], [0.320, 0.070, 0.493], [-0.353, -1.209, 0.792], [0.775, -1.377, 1.518], [1.555, 1.265, -0.971], [0.581, -0.062, -1.754], [0.497, 0.803, 1.261], [-1.310, -1.119, 1.304], [-0.408, -1.823, -0.120]], "lumo_ev": -0.16, "energy_ha": -285.26050, "gap_ha": 0.360, "e_above_lowest_kj_mol": 404.5, "charge": 0, "spin_multiplicity": 1}

Record 4
{"formula": "C27H69BFN2O19S6", "method": "ωB97M-V with the def2-TZVPD basis set", "elements": ["C", "C", "B", "O", "C", "C", "C", "C", "C", "N", "F", "C", "C", "N", "H", "H", "H", "H", "H", "H", "H", "H", "H", "H", "H", "H", "H", "H", "H", "H", "H", "H", "H", "H", "H", "O", "S", "O", "O", "C", "C", "C", "H", "H", "H", "H", "H", "H", "H", "H", "O", "S", "O", "O", "C", "C", "C", "H", "H", "H", "H", "H", "H", "H", "H", "O", "S", "O", "O", "C", "C", "C", "H", "H", "H", "H", "H", "H", "H", "H", "O", "S", "O", "O", "C", "C", "C", "H", "H", "H", "H", "H", "H", "H", "H", "O", "S", "O", "O", "C", "C", "C", "H", "H", "H", "H", "H", "H", "H", "H", "O", "S", "O", "O", "C", "C", "C", "H", "H", "H", "H", "H", "H", "H", "H"], "xyz": [[7.313, 0.550, -5.142], [6.092, 1.312, -4.569], [5.664, 0.664, -3.207], [6.551, 0.620, -2.158], [4.265, -0.064, -2.810], [4.556, -1.445, -2.202], [5.127, -2.384, -3.264], [4.172, -2.511, -4.449], [3.747, -1.167, -5.012], [3.286, -0.219, -3.939], [2.161, -0.864, -3.380], [2.798, 1.108, -4.495], [1.332, 1.379, -4.208], [1.070, 2.721, -4.746], [7.780, 1.121, -5.945], [7.026, -0.424, -5.549], [8.064, 0.372, -4.372], [6.396, 2.349, -4.377], [5.313, 1.353, -5.332], [6.781, 1.434, -1.691], [3.751, 0.568, -2.076], [5.264, -1.290, -1.389], [3.653, -1.875, -1.761], [6.105, -2.014, -3.600], [5.298, -3.372, -2.832], [3.279, -3.072, -4.164], [4.627, -3.069, -5.270], [2.897, -1.274, -5.689], [4.546, -0.638, -5.536], [3.442, 1.872, -4.064], [2.943, 1.072, -5.574], [0.695, 0.684, -4.753], [1.120, 1.336, -3.134], [1.806, 3.370, -4.477], [0.246, 3.104, -4.294], [0.480, 1.738, 1.783], [-0.199, 1.235, 0.626], [-0.380, 2.085, -0.518], [-1.571, 0.596, 1.043], [-2.532, 1.370, 1.829], [-3.239, 2.425, 1.016], [0.562, -0.265, 0.102], [-2.007, 1.780, 2.686], [-3.217, 0.610, 2.196], [-2.559, 3.207, 0.679], [-4.012, 2.879, 1.638], [-3.718, 1.982, 0.142], [0.669, -0.920, 0.963], [1.534, 0.005, -0.308], [-0.061, -0.724, -0.662], [-4.172, -2.757, -2.207], [-4.662, -1.442, -1.907], [-5.207, -1.187, -0.609], [-5.684, -1.006, -3.029], [-6.793, -1.909, -3.319], [-7.864, -1.888, -2.255], [-3.412, -0.258, -2.247], [-6.385, -2.908, -3.475], [-7.168, -1.540, -4.271], [-7.502, -2.290, -1.311], [-8.703, -2.496, -2.594], [-8.215, -0.871, -2.081], [-2.997, -0.442, -3.235], [-2.662, -0.392, -1.468], [-3.838, 0.740, -2.182], [0.408, -4.360, 4.475], [-0.636, -3.453, 4.109], [-0.583, -2.799, 2.835], [-0.788, -2.357, 5.249], [0.418, -1.653, 5.669], [0.876, -0.627, 4.659], [-2.208, -4.213, 4.287], [1.184, -2.394, 5.899], [0.117, -1.176, 6.599], [1.219, -1.094, 3.738], [1.700, -0.055, 5.088], [0.058, 0.051, 4.417], [-2.261, -4.690, 5.261], [-2.282, -4.953, 3.492], [-2.976, -3.453, 4.167], [-2.238, 1.119, 5.133], [-3.337, 0.649, 5.938], [-4.520, 0.204, 5.267], [-3.688, 1.742, 7.012], [-4.012, 3.089, 6.568], [-5.393, 3.195, 5.965], [-2.741, -0.581, 7.035], [-3.235, 3.421, 5.877], [-3.922, 3.678, 7.477], [-5.472, 2.637, 5.034], [-5.605, 4.246, 5.763], [-6.144, 2.813, 6.656], [-1.843, -0.191, 7.506], [-2.514, -1.443, 6.407], [-3.496, -0.823, 7.778], [-0.160, -1.282, -5.634], [0.117, -2.692, -5.547], [1.362, -3.140, -6.111], [-1.089, -3.506, -6.108], [-1.609, -3.170, -7.439], [-0.709, -3.645, -8.551], [0.079, -3.187, -3.862], [-1.781, -2.095, -7.469], [-2.572, -3.672, -7.454], [0.244, -3.118, -8.556], [-1.210, -3.463, -9.502], [-0.510, -4.713, -8.460], [-0.819, -2.812, -3.379], [0.988, -2.688, -3.528], [0.158, -4.267, -3.780], [0.488, 5.656, 5.962], [0.721, 4.244, 6.042], [0.466, 3.575, 7.283], [2.200, 3.942, 5.561], [3.269, 4.707, 6.185], [3.573, 4.258, 7.595], [-0.127, 3.406, 4.759], [3.005, 5.764, 6.139], [4.115, 4.538, 5.521], [2.742, 4.460, 8.268], [4.451, 4.797, 7.952], [3.782, 3.188, 7.622], [0.075, 3.899, 3.811], [-1.184, 3.455, 5.014], [0.196, 2.369, 4.744]], "lumo_ev": -2.36, "energy_ha": -5122.78159, "gap_ha": 0.352, "charge": 1, "spin_multiplicity": 1}